A molecular structure, C12H24AuClI2N2OP2. Source: the Open Molecules 2025 dataset; level of theory: ωB97M-V/def2-TZVPD.

```
45
Properties=species:S:1:pos:R:3
I 0.252 -0.320 -6.556
I 0.252 2.347 -6.851
Au 0.239 1.470 -0.295
P -2.075 1.491 -0.158
C -3.023 1.310 -1.716
C -2.760 0.172 0.913
H -3.846 0.271 1.016
H -3.842 2.954 0.703
H -2.281 0.249 1.892
H -2.276 3.174 1.549
H -2.758 0.363 -2.193
H -2.519 -0.803 0.481
C -2.756 3.023 0.579
H -4.101 1.333 -1.525
H -2.514 3.872 -0.067
H -2.757 2.122 -2.398
P 2.551 1.479 -0.142
C 3.509 1.296 -1.692
C 3.235 3.006 0.604
H 2.737 0.233 1.909
H 4.308 0.247 1.042
H 2.978 -0.819 0.498
C 3.222 0.155 0.932
H 2.746 3.159 1.570
H 4.319 2.930 0.738
H 4.586 1.316 -1.494
H 3.251 2.109 -2.376
H 3.004 3.857 -0.043
H 3.246 0.349 -2.172
Cl 0.231 1.749 2.074
N -0.996 -5.033 2.360
C -0.977 -4.591 1.070
O -1.393 -5.331 0.195
C -0.518 -3.212 0.698
C 0.083 -2.384 1.637
C 0.394 -1.078 1.315
N 0.131 -0.527 0.080
C -0.391 -1.344 -0.885
C -0.719 -2.687 -0.597
H -1.350 -5.973 2.582
H -0.706 -4.454 3.159
H 0.294 -2.700 2.647
H 0.801 -0.547 2.141
H -0.624 -0.939 -1.858
H -1.186 -3.293 -1.363
```

The electronic energy is -68838.648 eV. Its lowest unoccupied orbital energy (spin up / spin down) is -9.743 / -11.642 eV. Its expectation value of S² is 2.01. Its spin multiplicity is 3. As for the charge: +2. For the energy above the lowest of the compared OMol25 structures with the same formula, charge and spin, the calculation gives 1.427 eV. As for the HOMO-LUMO gap (spin up / spin down): 3.43 / 1.93 eV.